Here is HIOS in the gas phase at a distorted geometry from OMol25. Energies are from ωB97M-V with the def2-TZVPD basis set.

```
! wB97M-V def2-TZVPD RIJCOSX def2/J DEFGRID3
* xyz 0 1
O -0.05 0.12 -0.84
S -1.80 1.96 -2.36
I 0.42 1.71 -1.92
H 0.12 -0.72 -1.42
*
```

The value obtained for the calculated total energy is -20996.87611 eV. The energy relative to the best compared isomer or geometry (same formula, charge and spin) is 190.6 kJ/mol. The orbital gap comes out at 7.06 eV. The value obtained for the strongest force on any atom is 0.0553 hartree/bohr.

=====

Here is a gas-phase ion, C4H9N4 (charge +1) at a distorted geometry from OMol25. Energies are from ωB97M-V with the def2-TZVPD basis set.

```
! wB97M-V def2-TZVPD RIJCOSX def2/J DEFGRID3
* xyz 1 3
C -0.72 -1.19 -0.09
C -1.88 1.30 0.11
C -0.44 1.15 -0.28
C 1.55 -0.29 0.07
N -2.36 -0.95 -0.23
N -2.70 0.16 -0.04
N 0.04 -0.16 -0.12
N -0.39 -2.46 0.11
H -2.19 1.62 1.18
H -2.25 2.13 -0.61
H -0.27 1.46 -1.29
H 0.24 1.82 0.56
H 1.68 -1.09 0.72
H 1.94 -0.74 -0.77
H 1.97 0.65 0.29
H -1.08 -3.18 0.16
H 0.54 -2.72 0.20
*
```

The value obtained for the calculated total energy is -10242.47560 eV. The energy relative to the best compared isomer or geometry (same formula, charge and spin) is 188.1 kJ/mol. The orbital gap (spin up / spin down) comes out at 8.07 / 8.62 eV. The value obtained for the strongest force on any atom is 0.1512 hartree/bohr.

=====

Here is 2 unconnected molecules or ions with the total composition C3H3IO at a distorted geometry from OMol25. Energies are from ωB97M-V with the def2-TZVPD basis set.

```
! wB97M-V def2-TZVPD RIJCOSX def2/J DEFGRID3
* xyz 0 1
C -0.89 1.10 0.31
C 1.51 -0.74 -0.23
C -0.60 -0.13 0.01
O 2.08 -0.46 -1.21
I -1.83 -1.72 -0.50
H -1.92 1.44 0.41
H -0.12 1.82 0.54
H 1.78 -1.31 0.66
*
```

The value obtained for the calculated total energy is -13304.12033 eV. The energy relative to the best compared isomer or geometry (same formula, charge and spin) is 195.9 kJ/mol. The orbital gap comes out at 9.09 eV. The value obtained for the strongest force on any atom is 0.0777 hartree/bohr.

=====

Here is 13 unconnected molecules or ions with the total composition C33H84N7O19 at a distorted geometry from OMol25. Energies are from ωB97M-V with the def2-TZVPD basis set.

```
! wB97M-V def2-TZVPD RIJCOSX def2/J DEFGRID3
* xyz 1 1
C -2.15 -0.49 -0.44
C -0.58 -0.55 -0.30
C 0.10 -0.12 -1.68
C 1.56 0.14 -1.60
C 1.80 1.21 -0.59
C 1.23 1.03 0.88
N -0.24 0.54 0.74
O -1.03 0.53 1.89
C 1.22 2.39 1.71
C 2.08 -0.01 1.70
C -0.14 -1.93 0.05
H -2.70 -0.90 0.42
H -2.40 -1.14 -1.28
H -2.62 0.49 -0.56
H -0.35 0.85 -1.90
H -0.19 -0.82 -2.46
H 1.99 0.40 -2.57
H 2.07 -0.70 -1.12
H 1.25 2.09 -0.89
H 2.84 1.54 -0.61
H 2.17 2.92 1.72
H 1.02 2.26 2.78
H 0.48 3.13 1.40
H 1.73 -0.15 2.72
H 3.10 0.36 1.83
H 2.32 -0.92 1.15
H 0.92 -2.03 0.30
H -0.40 -2.69 -0.69
H -0.60 -2.28 0.97
C 2.46 -6.18 -0.06
C 2.40 -4.87 -0.87
O 3.22 -3.81 -0.32
O 1.82 -6.04 1.17
H 3.48 -6.47 0.20
H 2.02 -6.98 -0.65
H 1.38 -4.49 -0.90
H 2.83 -5.01 -1.87
H 3.23 -3.87 0.64
H 1.73 -6.93 1.53
C -2.84 -4.41 -3.61
C -3.92 -3.95 -4.61
O -3.49 -2.86 -5.48
O -2.19 -3.37 -2.95
H -2.01 -4.92 -4.10
H -3.26 -5.06 -2.84
H -4.75 -3.53 -4.03
H -4.44 -4.70 -5.20
H -3.11 -2.19 -4.90
H -1.40 -3.20 -3.48
C 4.52 -2.21 -3.24
C 4.58 -1.23 -4.39
O 5.86 -0.69 -4.63
O 3.21 -2.34 -2.80
H 5.10 -1.91 -2.37
H 4.87 -3.22 -3.47
H 3.89 -0.41 -4.20
H 4.23 -1.68 -5.32
H 6.11 -0.21 -3.83
H 3.26 -2.74 -1.92
C -5.65 -2.53 0.55
C -5.35 -2.73 -0.93
O -6.53 -2.87 -1.77
O -6.34 -1.31 0.73
H -4.75 -2.55 1.17
H -6.37 -3.29 0.88
H -4.65 -3.53 -1.18
H -5.05 -1.82 -1.46
H -7.27 -2.31 -1.52
H -7.17 -1.32 0.25
C 2.12 4.11 -3.26
C 2.83 2.81 -3.79
O 1.99 2.01 -4.67
O 1.60 4.89 -4.37
H 2.80 4.81 -2.78
H 1.22 3.98 -2.66
H 3.16 2.32 -2.87
H 3.72 3.09 -4.36
H 2.15 2.46 -5.51
H 0.90 4.40 -4.80
C -2.01 -5.40 0.50
C -3.27 -5.86 1.25
O -4.28 -6.49 0.48
O -0.95 -4.76 1.22
H -2.29 -4.64 -0.23
H -1.62 -6.31 0.04
H -3.69 -5.04 1.83
H -2.95 -6.56 2.02
H -4.85 -7.00 1.06
H -0.12 -4.98 0.79
O 1.86 5.43 0.66
C 1.69 6.07 1.70
N 2.47 5.77 2.74
C 0.58 7.17 1.85
H 2.07 6.01 3.63
H 3.17 5.05 2.58
H 1.11 8.00 2.32
H -0.29 6.81 2.40
H 0.16 7.50 0.90
O -1.66 5.60 5.15
C -1.12 4.53 4.94
N -0.16 4.12 5.73
C -1.59 3.59 3.88
H 0.20 3.17 5.76
H 0.30 4.84 6.28
H -2.59 3.18 4.01
H -0.87 2.79 3.74
H -1.49 4.03 2.89
O -2.38 3.21 0.70
C -2.26 4.10 -0.13
N -2.75 5.31 -0.01
C -1.63 3.80 -1.43
H -3.11 5.81 -0.81
H -3.08 5.60 0.90
H -2.19 3.01 -1.93
H -0.59 3.50 -1.35
H -1.67 4.70 -2.05
O 3.57 -3.64 2.37
C 3.75 -2.81 3.27
N 4.78 -2.01 3.24
C 2.75 -2.70 4.42
H 5.21 -1.84 2.34
H 4.69 -1.17 3.79
H 2.58 -3.62 4.99
H 1.86 -2.53 3.82
H 2.97 -1.89 5.11
O -4.73 2.29 -2.74
C -5.06 1.16 -2.48
N -5.38 0.81 -1.25
C -5.24 0.13 -3.49
H -5.15 1.54 -0.58
H -6.02 0.06 -1.07
H -4.67 -0.73 -3.14
H -4.97 0.45 -4.50
H -6.29 -0.16 -3.57
O 5.49 4.27 3.28
C 4.80 3.84 4.24
N 3.94 2.87 4.09
C 4.68 4.63 5.50
H 3.58 2.45 4.93
H 4.09 2.29 3.28
H 3.86 4.17 6.06
H 4.53 5.70 5.34
H 5.62 4.49 6.04
*
```

The value obtained for the calculated total energy is -84904.12544 eV. The orbital gap comes out at 4.82 eV. The value obtained for the strongest force on any atom is 0.1827 hartree/bohr.

=====

Here is 8 unconnected molecules or ions with the total composition C25H71N14O10P3 at a distorted geometry from OMol25. Energies are from ωB97M-V with the def2-TZVPD basis set.

```
! wB97M-V def2-TZVPD RIJCOSX def2/J DEFGRID3
* xyz 0 1
C -3.16 -2.37 2.44
C -4.44 -1.38 2.69
C -5.18 -0.84 1.33
C -4.39 0.35 0.53
C -2.91 -0.06 -0.05
C -2.85 -1.49 -0.86
C -1.36 -2.19 -0.78
C -0.11 -1.20 -1.16
C 0.30 -1.18 -2.75
C -0.40 0.20 -3.40
C 0.49 1.55 -3.12
C -0.40 2.83 -2.56
C -0.25 3.08 -0.94
C 1.20 3.82 -0.60
C 1.98 3.16 0.69
C 1.12 3.32 2.08
C 1.57 2.23 3.26
C 2.97 2.68 3.99
P 4.28 1.28 4.12
P 5.89 -0.17 4.42
P 5.10 -2.23 4.52
O 6.30 -3.21 4.10
O 4.64 -2.65 6.15
O 3.82 -2.49 3.35
H -3.33 -3.18 1.59
H -2.19 -1.74 2.13
H -2.85 -2.92 3.44
H -5.25 -2.03 3.28
H -4.21 -0.46 3.38
H -5.47 -1.73 0.60
H -6.23 -0.39 1.68
H -5.06 0.70 -0.36
H -4.25 1.27 1.26
H -2.62 0.78 -0.83
H -2.10 -0.01 0.80
H -3.62 -2.31 -0.45
H -3.17 -1.32 -1.99
H -1.18 -2.55 0.33
H -1.26 -3.14 -1.47
H 0.84 -1.62 -0.58
H -0.23 -0.08 -0.81
H 1.47 -0.96 -2.78
H 0.00 -2.15 -3.34
H -1.49 0.34 -2.94
H -0.51 -0.03 -4.56
H 0.92 1.90 -4.18
H 1.44 1.36 -2.45
H -1.53 2.76 -2.90
H 0.06 3.79 -3.09
H -1.09 3.80 -0.53
H -0.28 2.10 -0.30
H 1.83 3.77 -1.60
H 1.00 4.96 -0.36
H 2.20 2.00 0.56
H 3.04 3.67 0.75
H 1.21 4.42 2.50
H -0.01 3.12 1.85
H 0.70 2.28 4.08
H 1.59 1.15 2.80
H 3.47 3.63 3.46
H 2.72 3.03 5.10
H 4.51 1.73 5.50
H 3.33 0.24 3.82
H 5.01 1.84 2.97
H 6.75 -0.06 3.25
H 3.64 -2.69 6.27
H 4.28 -2.68 2.47
C -4.50 3.19 -2.40
O -3.64 2.35 -2.18
N -4.42 4.45 -1.95
N -5.61 2.92 -3.13
H -5.12 5.16 -2.13
H -3.61 4.69 -1.40
H -5.71 1.98 -3.48
H -6.32 3.60 -3.32
C -1.83 7.24 0.31
O -2.55 6.27 0.15
N -1.76 7.91 1.47
N -1.04 7.72 -0.67
H -1.17 8.72 1.62
H -2.34 7.58 2.23
H -1.06 7.25 -1.56
H -0.44 8.52 -0.56
C -1.17 -5.33 -3.37
O -1.94 -4.44 -3.06
N -0.38 -5.95 -2.47
N -1.03 -5.77 -4.63
H 0.26 -6.68 -2.70
H -0.46 -5.65 -1.50
H -1.60 -5.33 -5.34
H -0.39 -6.50 -4.90
C 3.39 -4.76 -4.18
O 3.17 -5.61 -5.03
N 2.41 -4.23 -3.41
N 4.62 -4.28 -3.92
H 2.57 -3.54 -2.70
H 1.47 -4.57 -3.57
H 5.38 -4.65 -4.47
H 4.81 -3.58 -3.22
C 4.04 -0.78 -5.87
O 3.62 -0.12 -4.93
N 5.22 -0.53 -6.46
N 3.36 -1.81 -6.40
H 5.59 -1.07 -7.23
H 5.77 0.24 -6.09
H 2.46 -2.03 -5.98
H 3.69 -2.37 -7.17
C 8.05 -2.51 8.83
O 8.25 -1.54 9.53
N 7.58 -2.42 7.57
N 8.29 -3.77 9.25
H 7.41 -3.22 6.98
H 7.38 -1.50 7.22
H 8.65 -3.88 10.19
H 8.14 -4.59 8.68
C -8.81 -0.01 0.07
O -7.85 0.69 -0.22
N -9.32 -0.06 1.31
N -9.45 -0.78 -0.83
H -10.11 -0.63 1.57
H -8.86 0.50 2.02
H -9.10 -0.77 -1.78
H -10.24 -1.36 -0.61
*
```

As for the structure (SMILES): CCCCCCCCCCCCCCCCCC[PH3]PP(=O)(O)O.NC(N)=O.NC(N)=O.NC(N)=O.NC(N)=O.NC(N)=O.NC(N)=O.NC(N)=O. The value obtained for the calculated total energy is -96277.30736 eV. The orbital gap comes out at 8.27 eV. The value obtained for the strongest force on any atom is 0.1273 hartree/bohr.